Run 1
ORCA calculation (the ωB97M-V functional and the def2-TZVPD basis) on a gas-phase ion, C3H8NOS (charge +1).

CARTESIAN COORDINATES (ANGSTROEM)
1 N -0.555 -0.343 1.495
2 C 0.208 -0.455 0.200
3 C 1.587 0.233 0.288
4 O 1.823 0.794 1.335
5 C -0.610 0.205 -0.967
6 S -0.034 -0.087 -2.627
7 H -1.223 0.439 1.446
8 H -1.222 -1.119 1.750
9 H 0.174 -0.230 2.227
10 H 0.317 -1.545 0.118
11 H 2.387 0.277 -0.468
12 H -1.580 -0.285 -0.686
13 H -0.563 1.260 -0.751
14 H -0.710 0.856 -3.360

Results
- net charge = +1
- HOMO (eV) = -13.4
- E_LUMO (Eh) = -0.146
- Kohn-Sham gap (eV) = 9.4

Partial charges, Mulliken, in e: -0.334, -0.253, 0.079, -0.462, -0.708, -0.186, 0.347, 0.372, 0.368, 0.421, 0.441, 0.322, 0.402, 0.192

Run 2
ORCA calculation (the ωB97M-V functional and the def2-TZVPD basis) on a gas-phase ion, C3H8NOS (charge +1).

CARTESIAN COORDINATES (ANGSTROEM)
1 N 1.494 0.583 -0.422
2 C 0.235 -0.293 -0.423
3 C -0.869 0.371 -1.217
4 O -0.689 1.374 -1.836
5 C -0.227 -0.390 1.026
6 S -1.511 -1.625 1.431
7 H 1.221 1.563 -0.598
8 H 1.851 0.557 0.527
9 H 2.174 0.318 -1.136
10 H 0.598 -1.241 -0.823
11 H -1.812 -0.159 -0.984
12 H 0.608 -0.847 1.577
13 H -0.466 0.605 1.405
14 H -2.607 -0.815 1.471

Results
- net charge = +1
- HOMO (eV) = -13.6
- E_LUMO (Eh) = -0.145
- Kohn-Sham gap (eV) = 9.6

Partial charges, Mulliken, in e: -0.306, 0.245, 0.106, -0.439, -1.189, -0.127, 0.365, 0.339, 0.339, 0.353, 0.327, 0.336, 0.469, 0.182

Most stable structure: run 2

Run 1
ORCA calculation (the ωB97M-V functional and the def2-TZVPD basis) on 2 unconnected molecules or ions with the total composition C3H11N2S.

CARTESIAN COORDINATES (ANGSTROEM)
1 C -3.240 -0.114 -1.231
2 C -2.806 -0.829 0.060
3 S -0.916 -0.707 -0.010
4 H -2.953 -0.659 -2.097
5 H -2.677 0.857 -1.211
6 H -4.273 -0.026 -1.275
7 H -3.162 -0.301 0.958
8 H -3.133 -1.853 0.075
9 H -0.545 -1.940 -0.444
10 N 2.356 0.130 1.375
11 C 3.048 0.628 0.313
12 N 2.763 1.772 -0.313
13 H 1.376 0.150 1.371
14 H 2.744 -0.777 1.801
15 H 4.059 0.175 0.008
16 H 3.414 1.929 -1.129
17 H 1.948 2.338 -0.178

Results
- net charge = +1
- HOMO (eV) = -12.3
- E_LUMO (Eh) = -0.154
- Kohn-Sham gap (eV) = 8.1

Partial charges, Mulliken, in e: -0.993, -0.396, -0.325, 0.304, 0.314, 0.341, 0.285, 0.338, 0.140, -0.341, 0.260, -0.301, 0.213, 0.314, 0.303, 0.285, 0.258

Run 2
ORCA calculation (the ωB97M-V functional and the def2-TZVPD basis) on 2 unconnected molecules or ions with the total composition C3H11N2S.

CARTESIAN COORDINATES (ANGSTROEM)
1 C -0.418 -0.495 -1.819
2 S -0.488 0.981 -0.958
3 C -2.253 1.326 -0.374
4 H -1.342 -1.072 -1.657
5 H -0.293 -0.315 -2.916
6 H 0.364 -1.213 -1.616
7 H -2.581 2.466 -0.246
8 H -2.195 1.146 0.720
9 H -3.008 0.826 -1.065
10 N 0.558 -0.235 1.911
11 C 1.614 -0.896 1.388
12 N 2.301 -0.509 0.324
13 H 0.257 0.698 1.643
14 H 0.061 -0.667 2.720
15 H 2.266 -1.562 2.039
16 H 1.958 0.329 -0.193
17 H 3.199 -0.808 0.099

Results
- net charge = +1
- HOMO (eV) = -12.1
- E_LUMO (Eh) = -0.153
- Kohn-Sham gap (eV) = 8.0

Partial charges, Mulliken, in e: -0.757, -0.200, -0.740, 0.301, 0.301, 0.300, 0.302, 0.209, 0.309, -0.268, 0.238, -0.203, 0.208, 0.261, 0.310, 0.184, 0.245

Run 3
ORCA calculation (the ωB97M-V functional and the def2-TZVPD basis) on a gas-phase ion, C3H11N2S (charge +1).

CARTESIAN COORDINATES (ANGSTROEM)
1 C 1.052 0.672 1.481
2 C 0.229 -0.234 0.504
3 N 1.239 -0.788 -0.643
4 N -0.798 0.410 -0.134
5 C -1.671 -0.694 -0.575
6 S -0.554 1.941 -1.061
7 H 0.270 1.268 1.980
8 H 1.603 0.176 2.255
9 H 1.603 1.510 1.048
10 H -0.022 -1.167 0.947
11 H 1.248 -0.062 -1.357
12 H 0.913 -1.578 -1.195
13 H 2.171 -0.988 -0.141
14 H -2.720 -0.369 -0.667
15 H -1.287 -1.140 -1.499
16 H -1.539 -1.582 0.100
17 H -1.738 2.624 -1.042

Results
- net charge = +1
- HOMO (eV) = -13.2
- E_LUMO (Eh) = -0.129
- Kohn-Sham gap (eV) = 9.6

Partial charges, Mulliken, in e: -1.342, -0.253, -0.355, -0.054, -0.796, -0.105, 0.392, 0.419, 0.391, 0.478, 0.335, 0.339, 0.379, 0.323, 0.319, 0.324, 0.206

Most stable structure: run 1

Run 1
ORCA calculation (the ωB97M-V functional and the def2-TZVPD basis) on 2 unconnected molecules or ions with the total composition C3H11N2S.

CARTESIAN COORDINATES (ANGSTROEM)
1 C -1.659 3.338 -0.084
2 C -0.528 2.324 0.215
3 S -1.176 0.623 0.574
4 H -2.425 2.750 -0.600
5 H -2.060 3.902 0.754
6 H -1.330 4.088 -0.806
7 H 0.021 2.649 1.106
8 H 0.205 2.353 -0.580
9 H -0.904 0.309 -0.707
10 N 1.232 -1.324 -0.012
11 C 1.544 -2.596 -0.012
12 N 1.830 -3.261 -1.102
13 H 1.050 -0.960 -0.928
14 H 1.003 -0.807 0.828
15 H 1.500 -3.077 0.960
16 H 2.073 -4.238 -1.125
17 H 2.198 -2.811 -1.927

Results
- net charge = +1
- HOMO (eV) = -12.7
- E_LUMO (Eh) = -0.142
- Kohn-Sham gap (eV) = 8.8

Partial charges, Mulliken, in e: -0.919, -0.436, -0.263, 0.280, 0.265, 0.317, 0.347, 0.340, 0.106, -0.266, 0.217, -0.349, 0.239, 0.251, 0.356, 0.266, 0.250

Run 2
ORCA calculation (the ωB97M-V functional and the def2-TZVPD basis) on 2 unconnected molecules or ions with the total composition C3H11N2S.

CARTESIAN COORDINATES (ANGSTROEM)
1 C 1.528 3.058 -0.514
2 C 2.112 1.859 0.221
3 S 1.281 0.222 -0.153
4 H 0.463 3.047 -0.297
5 H 1.720 2.871 -1.569
6 H 1.983 3.996 -0.201
7 H 3.191 1.741 0.111
8 H 1.943 1.944 1.294
9 H 2.186 -0.051 -1.112
10 N -1.058 -1.831 -0.085
11 C -1.901 -2.405 0.724
12 N -3.020 -2.966 0.319
13 H -1.216 -1.797 -1.081
14 H -0.321 -1.214 0.253
15 H -1.815 -2.398 1.802
16 H -3.774 -3.215 0.938
17 H -3.303 -2.861 -0.649

Results
- net charge = +1
- HOMO (eV) = -12.7
- E_LUMO (Eh) = -0.133
- Kohn-Sham gap (eV) = 9.0

Partial charges, Mulliken, in e: -0.851, -0.535, -0.278, 0.297, 0.266, 0.314, 0.380, 0.310, 0.148, -0.166, 0.275, -0.328, 0.225, 0.109, 0.340, 0.267, 0.228

Most stable structure: run 2

Run 1
ORCA calculation (the ωB97M-V functional and the def2-TZVPD basis) on 2 unconnected molecules or ions with the total composition C3H11N2S.

CARTESIAN COORDINATES (ANGSTROEM)
1 C -0.318 -2.399 -0.848
2 C -0.594 -0.218 -1.772
3 C 0.436 2.084 1.717
4 N 0.665 2.664 2.857
5 N 0.260 -1.088 -0.983
6 S 1.083 0.570 1.448
7 H -0.714 -2.575 0.123
8 H -1.049 -2.523 -1.558
9 H 0.375 -3.200 -1.143
10 H -0.966 -0.701 -2.685
11 H -0.282 0.803 -2.171
12 H -1.508 0.131 -1.237
13 H 1.136 2.087 3.540
14 H 0.176 3.463 3.235
15 H -0.244 2.596 1.018
16 H 1.055 -1.218 -1.594
17 H 0.488 -0.476 0.055

Results
- net charge = +1
- HOMO (eV) = -13.2
- E_LUMO (Eh) = -0.123
- Kohn-Sham gap (eV) = 9.9

Partial charges, Mulliken, in e: -0.865, -0.980, 0.225, -0.314, 0.058, -0.479, 0.308, 0.355, 0.367, 0.408, 0.329, 0.387, 0.214, 0.272, 0.319, 0.312, 0.085

Run 2
ORCA calculation (the ωB97M-V functional and the def2-TZVPD basis) on 2 unconnected molecules or ions with the total composition C3H11N2S.

CARTESIAN COORDINATES (ANGSTROEM)
1 C -1.145 -1.833 -0.642
2 C 0.345 2.267 0.181
3 C 2.231 0.701 0.108
4 N -0.694 -0.991 0.537
5 N 0.965 0.923 -0.027
6 S 3.004 -0.762 -0.212
7 H -0.613 -1.386 -1.572
8 H -0.876 -2.977 -0.533
9 H -2.304 -1.780 -0.753
10 H -0.568 2.349 -0.310
11 H 0.209 2.399 1.343
12 H 0.838 3.074 -0.202
13 H 3.027 1.495 0.275
14 H -1.454 -0.203 0.622
15 H -0.847 -1.562 1.446
16 H 0.237 0.243 0.204
17 H 1.820 -1.343 -0.250

Results
- net charge = +1
- HOMO (eV) = -14.5
- E_LUMO (Eh) = -0.158
- Kohn-Sham gap (eV) = 10.2

Partial charges, Mulliken, in e: -0.694, -0.978, 0.243, -0.729, -0.088, -0.064, 0.253, 0.284, 0.307, 0.355, 0.331, 0.435, 0.322, 0.348, 0.269, 0.247, 0.158

Most stable structure: run 1

Run 1
ORCA calculation (the ωB97M-V functional and the def2-TZVPD basis) on a gas-phase ion, C2H2NO2S (charge -1).

CARTESIAN COORDINATES (ANGSTROEM)
1 C 0.207 -0.272 -0.446
2 C -0.398 0.744 0.365
3 N 0.899 1.004 -0.341
4 O 3.362 0.122 -0.486
5 O 1.221 -1.178 0.123
6 S 2.220 0.114 0.436
7 H -0.153 -0.635 -1.408
8 H -0.254 0.586 1.448

Results
- net charge = -1
- HOMO (eV) = -2.5
- E_LUMO (Eh) = 0.143
- Kohn-Sham gap (eV) = 6.4

Partial charges, Mulliken, in e: -0.027, -0.496, -0.359, -0.553, -0.355, 0.439, 0.268, 0.084

Run 2
ORCA calculation (the ωB97M-V functional and the def2-TZVPD basis) on a gas-phase ion, C2H2NO2S (charge -1).

CARTESIAN COORDINATES (ANGSTROEM)
1 C 0.528 -1.059 0.307
2 C -0.028 0.012 0.246
3 N -0.544 1.219 0.210
4 O -0.602 2.656 2.436
5 O -0.118 3.744 0.283
6 S 0.215 2.640 1.212
7 H 0.789 -2.066 0.440
8 H -0.753 1.580 -0.711

Results
- net charge = -1
- HOMO (eV) = -3.9
- E_LUMO (Eh) = 0.155
- Kohn-Sham gap (eV) = 8.1

Partial charges, Mulliken, in e: -0.725, 0.204, -0.479, -0.573, -0.617, 0.481, 0.424, 0.284

Most stable structure: run 2